Entry 1:
Molecular formula: C4H11OP
Method: DFT, the ωB97M-V functional and the def2-TZVPD basis

The energy relative to the best compared isomer or geometry (same formula, charge and spin) is 2.227 eV. Its LUMO energy is 0.83 eV. Its structure (SMILES) is C=CC.CPO. The calculation puts the gap between HOMO and LUMO at 9.66 eV. For the HOMO energy, the calculation gives -8.83 eV.

XYZ file:
```
17
C4H11OP the ωB97M-V functional and the def2-TZVPD basis
C 1.62 0.06 1.30
C 1.59 -0.61 0.17
C 2.09 0.06 -1.06
H 2.02 1.05 1.43
H 1.13 -0.29 2.24
H 1.15 -1.67 0.27
H 1.58 1.06 -1.00
H 1.74 -0.52 -1.92
H 3.12 0.27 -1.10
C -1.97 0.67 0.71
P -1.50 0.32 -1.10
O -2.17 -1.18 -1.18
H -2.88 -0.07 0.82
H -1.11 0.13 1.20
H -2.07 1.55 1.31
H -2.56 0.94 -1.62
H -1.78 -1.80 -0.47
```

Atomic partial charges in e from the Mulliken method, atoms 1 to 4:
1. C -0.87
2. C 0.19
3. C -1.11
4. H 0.25

---

Entry 2:
Molecular formula: C23H32CeIN6
Method: DFT, the ωB97M-V functional and the def2-TZVPD basis

The energy relative to the best compared isomer or geometry (same formula, charge and spin) is 0.155 eV. Its expectation value of S² is 0.7507. Its LUMO energy (alpha / beta) is -5.45 / -5.43 eV. The calculation puts the gap between HOMO and LUMO (alpha / beta) at 8.32 / 8.35 eV. As for the charge: +2. As for the spin multiplicity: 2. For the HOMO energy (alpha / beta), the calculation gives -13.78 / -13.78 eV.

XYZ file:
```
63
C23H32CeIN6 the ωB97M-V functional and the def2-TZVPD basis
Ce 0.44 -0.05 -0.54
C -1.30 -1.62 2.05
C -0.40 -2.70 1.43
C 1.08 -2.52 1.73
C 1.79 -3.54 2.36
C 3.15 -3.39 2.56
C 3.76 -2.21 2.15
C 2.97 -1.24 1.56
N 1.66 -1.37 1.34
N -1.70 -0.56 1.09
C -2.02 0.66 1.86
C -0.79 1.35 2.40
C -0.84 2.00 3.62
C 0.29 2.65 4.08
C 1.44 2.63 3.30
C 1.39 1.98 2.08
N 0.31 1.34 1.63
C -2.90 -0.98 0.34
C -2.64 -1.61 -1.01
C -3.50 -2.59 -1.49
C -3.36 -3.02 -2.80
C -2.35 -2.46 -3.57
C -1.52 -1.52 -3.00
N -1.64 -1.09 -1.74
H -2.21 -2.10 2.45
H -0.78 -1.16 2.90
H -0.69 -3.67 1.83
H -0.55 -2.75 0.34
H 1.29 -4.43 2.68
H 3.73 -4.18 3.02
H 4.82 -2.06 2.27
H 3.42 -0.31 1.24
H -2.51 1.38 1.19
H -2.71 0.44 2.68
H -1.75 2.01 4.19
H 0.28 3.17 5.03
H 2.34 3.11 3.62
H 2.26 1.98 1.43
H -3.52 -1.65 0.95
H -3.51 -0.09 0.14
H -4.28 -2.99 -0.86
H -4.03 -3.76 -3.21
H -2.21 -2.75 -4.60
H -0.70 -1.09 -3.58
N 2.59 1.18 -1.85
C 2.58 2.60 -2.30
C 1.60 2.80 -3.46
C 0.19 2.27 -3.20
C -0.52 3.01 -2.06
N -1.18 2.04 -1.16
H 3.45 1.04 -1.32
H 2.73 0.62 -2.70
H 3.56 2.91 -2.65
H 2.31 3.22 -1.43
H 2.00 2.31 -4.35
H 1.55 3.87 -3.68
H 0.23 1.19 -2.94
H -0.38 2.36 -4.12
H -1.24 3.73 -2.46
H 0.20 3.58 -1.46
H -2.00 1.68 -1.66
H -1.56 2.58 -0.37
I 1.85 -2.24 -2.03
```

Atomic partial charges in e from the Mulliken method, atoms 1 to 4:
1. Ce 0.34
2. C -0.93
3. C -0.91
4. C 0.57

---

Entry 3:
Molecular formula: C15H21N3O3S
Method: DFT, the ωB97M-V functional and the def2-TZVPD basis

The energy relative to the best compared isomer or geometry (same formula, charge and spin) is 2.887 eV. Its LUMO energy is 0.58 eV. Its structure (SMILES) is COCCNC(=S)N/N=C(\C)CCc1ccc2c(c1)OCO2. The calculation puts the gap between HOMO and LUMO at 8.73 eV. For the HOMO energy, the calculation gives -8.15 eV.

XYZ file:
```
43
C15H21N3O3S the ωB97M-V functional and the def2-TZVPD basis
C -2.72 -2.61 -1.28
O -3.69 -3.29 -0.52
C -4.78 -2.51 -0.09
C -4.53 -1.71 1.19
N -3.64 -0.59 1.00
C -4.02 0.57 0.44
S -5.58 0.97 0.05
N -3.03 1.47 0.20
N -1.74 1.16 0.46
C -0.80 2.00 0.26
C -0.98 3.39 -0.27
C 0.59 1.52 0.54
C 1.35 1.25 -0.77
C 2.75 0.79 -0.47
C 3.79 1.71 -0.37
C 5.09 1.33 -0.06
C 5.31 0.00 0.17
C 4.28 -0.94 0.08
C 3.00 -0.57 -0.23
O 4.78 -2.19 0.35
C 6.15 -2.01 0.60
O 6.48 -0.64 0.49
H -2.09 -3.38 -1.73
H -2.09 -1.96 -0.66
H -3.19 -2.02 -2.07
H -5.10 -1.83 -0.89
H -5.59 -3.22 0.11
H -5.49 -1.32 1.54
H -4.10 -2.36 1.95
H -2.65 -0.70 1.14
H -3.31 2.37 -0.18
H -1.41 3.37 -1.27
H -1.66 3.96 0.37
H -0.03 3.92 -0.30
H 1.13 2.28 1.12
H 0.55 0.61 1.13
H 1.38 2.15 -1.37
H 0.82 0.48 -1.33
H 3.58 2.76 -0.56
H 5.89 2.05 0.01
H 2.21 -1.30 -0.30
H 6.74 -2.59 -0.13
H 6.39 -2.36 1.62
```

Atomic partial charges in e from the Mulliken method, atoms 1 to 4:
1. C -0.53
2. O -0.41
3. C -0.33
4. C -1.02

---

Entry 4:
Molecular formula: C8H8N2O4S
Method: DFT, the ωB97M-V functional and the def2-TZVPD basis

The energy relative to the best compared isomer or geometry (same formula, charge and spin) is 6.077 eV. Its LUMO energy is -0.44 eV. Its structure (SMILES) is CC(Sc1ccccc1)([N+](=O)[O-])[N+](=O)[O-]. The calculation puts the gap between HOMO and LUMO at 9.24 eV. For the HOMO energy, the calculation gives -9.69 eV.

XYZ file:
```
23
C8H8N2O4S the ωB97M-V functional and the def2-TZVPD basis
C -2.17 1.21 -0.95
C -2.72 0.14 -0.16
S -1.97 -0.01 1.52
C -0.22 -0.41 1.08
C 0.81 0.57 1.16
C 2.13 0.21 0.91
C 2.42 -1.08 0.55
C 1.42 -2.01 0.50
C 0.10 -1.69 0.80
N -2.70 -1.19 -0.90
O -1.98 -1.23 -1.87
O -3.32 -2.10 -0.47
N -4.16 0.32 0.28
O -4.99 0.26 -0.57
O -4.34 0.41 1.46
H -1.83 2.16 -0.35
H -2.90 1.68 -1.63
H -1.52 0.87 -1.84
H 0.64 1.51 1.59
H 2.89 0.90 0.92
H 3.42 -1.30 0.30
H 1.64 -3.06 0.34
H -0.72 -2.49 0.76
```

Atomic partial charges in e from the Mulliken method, atoms 1 to 4:
1. C -1.38
2. C 0.70
3. S -0.11
4. C 0.25